DFT (ωB97M-V/def2-TZVPD) results for a 7-piece molecular cluster, C67H145N6O3 overall at a distorted geometry.

Each line ends with the Löwdin charge.
Atoms and positions in Å:
O  -0.159  -0.141  1.132  0.088
C  0.892  0.111  0.438  -0.947
O  1.289  -0.825  -0.218  -0.016
O  1.320  1.269  0.249  -0.034
H  -0.286  -1.034  0.804  0.083
C  6.360  2.175  0.173  -0.077
C  4.939  2.771  0.019  -0.232
C  4.385  2.882  -1.435  -0.134
C  4.205  1.403  -1.995  -0.065
N  3.363  1.322  -3.330  -0.186
C  1.859  1.768  -3.062  -0.093
C  1.011  1.085  -4.042  -0.168
C  1.807  -0.213  -4.446  -0.091
C  3.160  -0.165  -3.635  -0.088
C  3.953  2.060  -4.534  -0.084
C  5.448  1.696  -4.822  -0.190
C  5.949  1.878  -6.314  -0.061
H  6.591  1.800  1.170  0.045
H  7.207  2.787  -0.139  0.091
H  6.281  1.209  -0.326  0.064
H  4.948  3.781  0.428  0.104
H  4.243  2.177  0.612  0.077
H  4.963  3.476  -2.143  0.111
H  3.436  3.415  -1.379  0.087
H  3.690  0.735  -1.305  0.112
H  5.146  0.877  -2.157  0.117
H  1.894  2.829  -2.816  0.128
H  1.689  1.185  -2.157  0.102
H  0.791  1.820  -4.816  0.110
H  0.041  0.785  -3.646  0.099
H  2.024  -0.071  -5.505  0.112
H  1.186  -1.072  -4.191  0.099
H  3.967  -0.807  -3.986  0.140
H  2.814  -0.575  -2.686  0.099
H  3.625  3.085  -4.363  0.132
H  3.305  1.739  -5.350  0.119
H  5.645  0.693  -4.444  0.096
H  6.139  2.330  -4.267  0.104
H  7.027  1.812  -6.457  0.085
H  5.774  2.864  -6.745  0.079
H  5.376  1.096  -6.811  0.072
C  5.390  0.137  2.828  -0.065
C  5.081  0.870  4.201  -0.227
C  3.670  0.710  4.680  -0.206
C  2.821  1.599  3.833  -0.090
N  1.475  1.884  4.594  -0.150
C  1.600  2.865  5.796  -0.103
C  0.442  3.762  5.839  -0.137
C  0.072  4.009  4.371  -0.117
C  0.539  2.686  3.669  -0.110
C  0.619  0.650  5.107  -0.069
C  0.205  -0.404  4.099  -0.225
C  0.227  -1.862  4.570  -0.091
H  6.445  0.187  2.558  0.076
H  4.805  0.547  2.005  0.038
H  5.026  -0.888  2.888  0.065
H  5.456  1.891  4.272  0.117
H  5.739  0.415  4.941  0.116
H  3.705  0.994  5.732  0.128
H  3.428  -0.350  4.606  0.123
H  2.566  1.111  2.893  0.116
H  3.296  2.549  3.586  0.142
H  1.772  2.266  6.690  0.141
H  2.547  3.319  5.505  0.140
H  -0.406  3.223  6.260  0.129
H  0.738  4.705  6.298  0.143
H  -0.989  4.005  4.120  0.113
H  0.677  4.761  3.866  0.102
H  -0.354  2.122  3.398  0.117
H  1.094  2.772  2.735  0.093
H  -0.278  1.121  5.508  0.130
H  1.134  0.256  5.983  0.132
H  0.767  -0.478  3.168  0.084
H  -0.831  -0.244  3.800  0.110
H  0.019  -2.528  3.733  0.039
H  -0.468  -1.995  5.399  0.090
H  1.195  -2.192  4.948  0.075
C  -3.002  -0.950  -1.136  -0.091
C  -4.184  0.029  -1.077  -0.211
C  -3.849  1.387  -1.762  -0.170
C  -3.483  1.267  -3.263  -0.081
N  -3.471  2.674  -3.983  -0.165
C  -3.255  2.495  -5.553  -0.059
C  -2.707  3.841  -6.107  -0.133
C  -2.093  4.505  -4.901  -0.150
C  -2.364  3.660  -3.635  -0.080
C  -4.911  3.389  -3.941  -0.098
C  -6.110  2.529  -4.267  -0.261
C  -7.282  3.409  -4.104  -0.103
H  -2.134  -0.500  -0.654  0.064
H  -2.671  -1.141  -2.157  0.068
H  -3.196  -1.859  -0.565  0.044
H  -4.436  0.193  -0.029  0.114
H  -5.074  -0.441  -1.495  0.116
H  -3.161  2.028  -1.211  0.104
H  -4.783  1.940  -1.667  0.100
H  -4.032  0.498  -3.808  0.141
H  -2.459  0.896  -3.298  0.098
H  -4.143  2.085  -6.033  0.127
H  -2.452  1.758  -5.567  0.120
H  -3.546  4.354  -6.577  0.125
H  -1.999  3.559  -6.887  0.127
H  -2.522  5.502  -4.805  0.116
H  -1.043  4.689  -5.130  0.116
H  -2.778  4.192  -2.778  0.122
H  -1.570  2.927  -3.495  0.115
H  -4.982  4.262  -4.590  0.138
H  -4.995  3.764  -2.921  0.121
H  -6.279  1.663  -3.627  0.119
H  -6.191  2.204  -5.304  0.123
H  -7.235  4.313  -4.711  0.096
H  -7.348  3.795  -3.086  0.090
H  -8.198  2.859  -4.316  0.104
C  1.035  8.461  -3.987  -0.079
C  0.057  7.514  -3.206  -0.233
C  -0.033  7.918  -1.699  -0.164
C  -0.987  6.943  -1.020  -0.117
N  -0.830  6.814  0.509  -0.138
C  -1.767  5.727  1.018  -0.142
C  -1.171  4.380  0.839  -0.112
C  0.362  4.687  0.445  -0.115
C  0.515  6.113  0.965  -0.076
C  -0.974  8.203  1.280  -0.081
C  -2.340  8.890  1.142  -0.236
C  -2.511  10.115  2.058  -0.069
H  0.487  9.179  -4.599  0.082
H  1.730  7.910  -4.620  0.071
H  1.705  8.985  -3.306  0.074
H  0.381  6.484  -3.354  0.086
H  -0.860  7.594  -3.791  0.101
H  -0.347  8.959  -1.628  0.129
H  0.926  7.894  -1.182  0.111
H  -0.949  5.947  -1.460  0.107
H  -2.008  7.269  -1.221  0.133
H  -1.999  5.976  2.053  0.137
H  -2.748  5.765  0.544  0.135
H  -1.267  3.731  1.709  0.103
H  -1.582  3.913  -0.056  0.095
H  0.956  4.041  1.091  0.085
H  0.670  4.661  -0.600  0.106
H  0.595  6.111  2.053  0.116
H  1.406  6.632  0.610  0.132
H  -0.199  8.886  0.932  0.132
H  -0.833  8.129  2.359  0.134
H  -3.082  8.146  1.433  0.100
H  -2.653  9.034  0.108  0.107
H  -1.666  10.789  1.917  0.086
H  -2.599  9.848  3.111  0.083
H  -3.452  10.660  1.985  0.091
C  -2.205  -3.629  1.161  -0.080
C  -2.011  -3.978  2.662  -0.256
C  -2.952  -5.035  3.102  -0.165
C  -2.449  -6.463  2.648  -0.097
N  -3.411  -7.641  2.870  -0.206
C  -2.786  -8.990  2.408  -0.067
C  -3.948  -9.949  1.969  -0.105
C  -5.138  -8.972  1.731  -0.120
C  -4.550  -7.515  1.862  -0.097
C  -4.037  -7.750  4.314  -0.039
C  -2.879  -7.837  5.437  -0.209
C  -3.613  -7.744  6.729  -0.113
H  -3.121  -3.075  0.956  0.069
H  -2.053  -4.529  0.566  0.063
H  -1.398  -2.964  0.854  0.045
H  -2.211  -3.062  3.219  0.111
H  -0.969  -4.259  2.818  0.095
H  -3.986  -4.807  2.842  0.125
H  -2.945  -5.046  4.192  0.114
H  -1.487  -6.804  3.032  0.130
H  -2.182  -6.474  1.591  0.106
H  -2.187  -9.364  3.238  0.122
H  -2.154  -8.785  1.544  0.124
H  -4.197  -10.699  2.719  0.121
H  -3.648  -10.438  1.042  0.119
H  -5.895  -9.135  2.497  0.110
H  -5.640  -9.091  0.771  0.121
H  -5.259  -6.768  2.218  0.127
H  -4.171  -7.186  0.894  0.130
H  -4.731  -8.587  4.397  0.137
H  -4.636  -6.843  4.392  0.120
H  -2.093  -7.082  5.408  0.103
H  -2.384  -8.805  5.352  0.107
H  -4.209  -8.644  6.880  0.092
H  -4.282  -6.884  6.764  0.086
H  -3.025  -7.750  7.647  0.093
C  2.066  -8.589  0.585  -0.104
C  2.849  -8.448  -0.733  -0.221
C  3.281  -6.957  -0.966  -0.134
C  1.939  -6.176  -1.285  -0.092
N  1.949  -4.627  -1.338  -0.177
C  2.621  -4.142  -2.662  -0.065
C  1.512  -4.294  -3.677  -0.146
C  0.141  -4.081  -2.995  -0.132
C  0.493  -4.084  -1.497  -0.087
C  2.712  -3.982  -0.057  -0.027
C  1.955  -4.256  1.311  -0.216
C  2.489  -3.484  2.450  -0.117
H  1.881  -9.654  0.729  0.085
H  1.095  -8.100  0.504  0.044
H  2.620  -8.153  1.416  0.078
H  2.251  -8.923  -1.510  0.114
H  3.737  -9.077  -0.686  0.117
H  4.031  -6.781  -1.737  0.109
H  3.756  -6.551  -0.073  0.099
H  1.167  -6.375  -0.541  0.099
H  1.528  -6.472  -2.250  0.131
H  2.750  -3.084  -2.435  0.114
H  3.511  -4.748  -2.835  0.139
H  1.569  -3.547  -4.468  0.112
H  1.551  -5.297  -4.102  0.121
H  -0.453  -3.227  -3.324  0.104
H  -0.617  -4.837  -3.199  0.116
H  0.614  -3.035  -1.224  0.105
H  -0.165  -4.668  -0.854  0.108
H  2.759  -2.903  -0.206  0.098
H  3.745  -4.303  -0.193  0.126
H  2.141  -5.272  1.659  0.109
H  0.894  -4.018  1.238  0.089
H  3.574  -3.500  2.562  0.093
H  2.124  -3.895  3.391  0.085
H  2.218  -2.439  2.303  0.069

The HOMO energy comes out at -17.6 eV. The largest force on an atom comes out at 5.6 eV/Å. The calculation puts the HOMO-LUMO gap at 9.009 eV. The total charge is +5.